{
  "formula": "C12H16O12",
  "method": "wB97M-V/def2-TZVPD",
  "orbital_gap_ev": 11.5,
  "smiles": "O=C1OCCO1.O=C1OCCO1.O=C1OCCO1.O=C1OCCO1",
  "total_energy_ev": -37272.971,
  "max_force_ev_per_a": 2.03,
  "e_above_lowest_kcal_mol": 19.6,
  "e_homo_ev": -11.0,
  "species": ["O", "C", "O", "C", "C", "O", "H", "H", "H", "H", "O", "C", "O", "C", "C", "O", "H", "H", "H", "H", "O", "C", "O", "C", "C", "O", "H", "H", "H", "H", "O", "C", "O", "C", "C", "O", "H", "H", "H", "H"],
  "positions_angstrom": [[7.81452, 9.58233, 11.81178], [7.12444, 8.97304, 12.55218], [7.01643, 7.62980, 12.50424], [5.75233, 7.33154, 13.23091], [5.79911, 8.37260, 14.27871], [6.35129, 9.50815, 13.48562], [4.96638, 7.61870, 12.52356], [5.72347, 6.31316, 13.58100], [6.56739, 8.15566, 15.01226], [4.77922, 8.63322, 14.57010], [13.41918, 8.09478, 14.46156], [12.36688, 8.34416, 13.96545], [11.30484, 7.53443, 13.96134], [10.23343, 8.07649, 13.06664], [10.58205, 9.53768, 13.14580], [12.00636, 9.53378, 13.28931], [10.26631, 7.64642, 12.04792], [9.36129, 7.83279, 13.62408], [10.06962, 10.11988, 13.94151], [10.29959, 10.03931, 12.21313], [11.55083, 10.04930, 5.98518], [11.68374, 9.89415, 7.13614], [11.09455, 10.68522, 8.09352], [11.48854, 10.19216, 9.39003], [12.62180, 9.26980, 9.08480], [12.40398, 8.86154, 7.71359], [11.86239, 11.10100, 9.94794], [10.59020, 9.66320, 9.71263], [12.60214, 8.35321, 9.69654], [13.59473, 9.72116, 9.05286], [9.08321, 7.19704, 16.05283], [10.20159, 7.03822, 16.38914], [10.95517, 7.93749, 17.05340], [12.24459, 7.35590, 17.30345], [12.28122, 6.12217, 16.45634], [10.85840, 5.88436, 16.23641], [12.96011, 8.17135, 17.20182], [12.24007, 7.10938, 18.36181], [12.65361, 5.21080, 16.93677], [12.72710, 6.09369, 15.46972]],
  "forces_ev_per_a": [[1.05, 0.83, -0.66], [-0.21, -0.62, -0.27], [-1.14, -0.70, 0.68], [0.94, 0.60, -1.34], [0.24, 1.17, -0.70], [-0.84, -0.55, 1.10], [-0.13, -0.68, 0.10], [0.09, -0.26, -0.15], [-0.43, -0.01, 0.67], [0.53, 0.17, 0.63], [-0.09, 0.49, -0.31], [-1.05, 1.38, -1.06], [-0.37, -0.36, -1.05], [1.24, -0.11, 1.28], [-0.56, 0.93, -0.95], [0.78, -1.07, 1.08], [0.18, 0.06, 0.72], [-0.90, -0.31, -0.10], [0.54, -0.67, -0.06], [0.36, -0.04, 0.17], [-0.11, 0.15, -1.42], [-0.17, -0.55, 1.52], [1.07, -0.54, -0.66], [-0.13, 1.57, -0.38], [0.21, -1.80, -0.50], [-0.91, 1.27, 0.08], [-0.97, -1.25, -0.01], [0.27, 0.27, 0.91], [0.24, 0.49, -0.13], [0.47, 0.39, 0.63], [-1.57, 0.60, -0.51], [1.01, -0.58, 0.81], [-0.17, -0.02, -0.72], [0.02, 1.05, 1.15], [-0.62, -1.85, -0.57], [0.53, -0.01, 0.03], [0.27, -0.47, -0.62], [0.10, -0.31, 0.17], [-0.02, 0.45, 0.41], [0.26, 0.87, 0.04]],
  "lowdin_charge": [0.16, -0.65, 0.04, -0.08, -0.07, 0.07, 0.14, 0.14, 0.13, 0.14, 0.16, -0.52, 0.03, -0.05, -0.14, 0.04, 0.15, 0.09, 0.15, 0.11, 0.19, -0.56, 0.04, -0.12, -0.13, 0.04, 0.16, 0.13, 0.14, 0.13, 0.15, -0.63, 0.06, -0.10, -0.09, 0.06, 0.13, 0.13, 0.14, 0.11]
}